Record 1
{
  "formula": "C21H21N2O5PdSe2Te2",
  "method": "ωB97M-V with the def2-TZVPD basis set",
  "symbols": ["Pd", "C", "O", "C", "C", "C", "C", "C", "C", "O", "C", "O", "C", "H", "H", "H", "H", "H", "H", "H", "H", "H", "Se", "Te", "Te", "Se", "O", "C", "C", "C", "C", "N", "C", "C", "C", "C", "C", "C", "O", "C", "C", "N", "H", "H", "H", "H", "H", "H", "H", "H", "H", "H", "H", "H"],
  "positions_angstrom": [[-0.469072, -0.264212, 0.751361], [-7.110570, 3.527037, -0.351190], [-6.015143, 4.394688, -0.639759], [-4.784302, 3.982232, -0.294601], [-3.753118, 4.891645, -0.546500], [-2.475458, 4.547795, -0.235220], [-2.111790, 3.290220, 0.314996], [-0.670716, 3.042054, 0.490754], [0.267965, 4.133330, 0.022518], [-0.129543, 2.031178, 0.959557], [-3.182529, 2.360446, 0.561364], [-3.013660, 1.132887, 1.041645], [-4.509024, 2.758066, 0.279021], [-8.001730, 4.045668, -0.682026], [-7.180221, 3.327074, 0.718838], [-7.017132, 2.584882, -0.894741], [-4.001488, 5.854073, -0.984267], [-1.698213, 5.285014, -0.410328], [0.144303, 4.302871, -1.052407], [1.292600, 3.833186, 0.220020], [0.066188, 5.079088, 0.540748], [-5.292313, 2.047794, 0.508942], [0.180986, -0.418803, 3.266680], [-2.041343, -1.136206, 2.712534], [-2.926729, -0.568304, -0.163555], [-1.180723, 0.228499, -1.646246], [6.243605, -1.842195, -1.094602], [5.934756, -0.507578, -0.729429], [4.493084, -0.449586, -0.316269], [3.934191, 0.734141, 0.139244], [2.597135, 0.753270, 0.491312], [1.819545, -0.331902, 0.402268], [2.356956, -1.477618, -0.005516], [3.685344, -1.569862, -0.383176], [1.455859, -2.653411, -0.015606], [1.951019, -3.938958, -0.128325], [1.083149, -5.014392, -0.149352], [1.610091, -6.421942, -0.290280], [2.949369, -6.560044, 0.153523], [-0.274981, -4.755564, -0.061387], [-0.693127, -3.447326, 0.065605], [0.145656, -2.414200, 0.099934], [7.155866, -1.889813, -1.383378], [6.082468, 0.184624, -1.559370], [6.549303, -0.160987, 0.101910], [4.527303, 1.641103, 0.219829], [2.114847, 1.642208, 0.855645], [4.108989, -2.503567, -0.733980], [3.015721, -4.123555, -0.187068], [1.610081, -6.678840, -1.348626], [0.933971, -7.117774, 0.204223], [2.969646, -6.605818, 1.112255], [-1.004674, -5.561299, -0.081017], [-1.742413, -3.221293, 0.133475]],
  "forces_ev_per_angstrom": [[2.2, -0.3, -0.8], [0.1, 0.0, 0.0], [-0.1, -0.2, 0.1], [-0.3, 0.2, -0.1], [-0.2, 0.3, -0.1], [0.4, -0.1, 0.2], [-0.4, -0.7, -0.1], [0.0, 0.0, 0.0], [0.0, 0.2, 0.1], [-0.8, 0.0, 0.0], [-0.2, 1.5, -0.8], [0.5, -0.6, 0.6], [0.6, -0.6, 0.2], [0.0, 0.1, 0.0], [0.0, 0.0, 0.0], [0.0, 0.0, 0.0], [0.1, -0.2, 0.1], [-0.3, -0.2, 0.0], [0.0, 0.0, 0.2], [0.0, 0.0, 0.0], [0.1, -0.2, -0.1], [0.1, 0.0, 0.0], [-0.1, -0.2, 0.5], [-0.1, -0.5, 2.1], [-1.0, 1.0, -1.6], [-0.3, -0.1, -0.5], [-0.1, 0.3, 0.1], [-0.1, -0.3, 0.0], [0.1, 0.0, -0.1], [-0.1, 0.2, 0.1], [0.1, -0.3, -0.2], [0.0, 0.7, 0.1], [-0.1, -0.1, 0.1], [0.2, -0.3, -0.1], [0.0, 0.1, 0.0], [0.2, -0.1, 0.0], [0.1, -0.2, 0.0], [0.3, 0.1, 0.1], [-0.2, 0.0, -0.3], [-0.2, -0.1, 0.0], [0.2, -0.1, -0.1], [-0.3, 0.2, 0.4], [0.2, 0.0, -0.1], [0.0, 0.1, -0.2], [0.1, 0.0, 0.1], [-0.1, -0.1, 0.0], [-0.1, 0.2, 0.0], [-0.1, 0.2, 0.0], [-0.1, 0.0, 0.0], [0.0, 0.0, -0.1], [0.0, -0.1, 0.1], [0.0, 0.0, 0.1], [0.1, 0.1, 0.0], [-0.3, 0.1, 0.1]],
  "mulliken_charge": [0.983, -0.817, -0.424, 0.976, -1.079, -0.689, 0.368, 1.077, -1.576, -0.569, -0.096, -0.491, -0.424, 0.242, 0.342, 0.336, 0.439, 0.337, 0.424, 0.302, 0.451, 0.505, -0.182, 0.180, 0.122, -0.323, -0.500, -0.569, 0.306, -1.088, -0.652, 0.245, 0.382, -0.311, 0.287, -0.650, 0.697, -0.873, -0.511, -1.237, -0.191, 0.453, 0.311, 0.341, 0.354, 0.445, 0.486, 0.545, 0.626, 0.279, 0.433, 0.309, 0.419, 0.252],
  "charge": 1,
  "s_squared": 6.037,
  "homo_lumo_gap_ev": [6.129, 6.310],
  "total_energy_ha": -6765.09311,
  "multiplicity": 5
}

Record 2
{
  "formula": "C21H21N3O3S",
  "method": "ωB97M-V with the def2-TZVPD basis set",
  "symbols": ["C", "C", "C", "N", "C", "N", "C", "C", "C", "O", "C", "H", "C", "H", "H", "H", "H", "O", "H", "S", "C", "H", "H", "C", "O", "N", "C", "C", "C", "C", "C", "C", "C", "C", "C", "C", "H", "H", "H", "H", "H", "H", "H", "H", "H", "H", "H", "H", "H"],
  "positions_angstrom": [[-0.874258, -0.630414, -5.722162], [-0.379087, -1.419922, -4.789027], [-1.067118, -1.716118, -3.491354], [-0.226344, -1.350626, -2.362973], [-0.062155, -0.074962, -1.996035], [0.718891, 0.307711, -1.043224], [1.373790, -0.611074, -0.296821], [1.255535, -1.952656, -0.549725], [0.445455, -2.392276, -1.648661], [0.259058, -3.542158, -1.994880], [1.958466, -2.983527, 0.283787], [1.932789, -2.667498, 1.328385], [3.411000, -3.157609, -0.160420], [3.950353, -2.219117, -0.056749], [3.450209, -3.474024, -1.200196], [3.901460, -3.911217, 0.450511], [1.428392, -3.930707, 0.175487], [2.098775, -0.118280, 0.705843], [1.953920, 0.844187, 0.752185], [-1.024981, 1.203875, -2.723340], [-0.432203, 2.595959, -1.705991], [0.516623, 2.943962, -2.112333], [-1.187329, 3.375737, -1.812618], [-0.229345, 2.237850, -0.232478], [0.742644, 2.621203, 0.379376], [-1.304894, 1.604795, 0.324896], [-1.171059, 0.772113, 1.464486], [-1.433686, -0.569469, 1.327107], [-1.209163, -1.454515, 2.387417], [-0.718334, -0.989900, 3.574690], [-0.482944, 0.386771, 3.766592], [-0.017646, 0.890059, 4.999683], [0.165986, 2.230828, 5.185220], [-0.125786, 3.132062, 4.150453], [-0.566342, 2.679056, 2.938640], [-0.731735, 1.298222, 2.704419], [-0.797381, 3.377788, 2.151181], [-0.001643, 4.191342, 4.319319], [0.524032, 2.607006, 6.132357], [0.184170, 0.190513, 5.798127], [-0.515281, -1.670014, 4.388641], [-1.406324, -2.505838, 2.243050], [-1.797081, -0.954477, 0.383243], [-1.995415, 1.273460, -0.339384], [-2.016268, -1.176421, -3.422180], [-1.235368, -2.794803, -3.395540], [0.578884, -1.906145, -4.913612], [-0.354074, -0.449334, -6.646524], [-1.825707, -0.139211, -5.601211]],
  "forces_ev_per_angstrom": [[0.0, 0.0, -0.1], [0.0, -0.1, 0.1], [-0.2, -0.2, -0.3], [0.0, -0.1, 0.1], [0.4, 0.4, 0.5], [0.3, -0.2, -0.4], [-0.5, -0.4, -0.6], [0.3, 0.0, 0.5], [0.0, 0.4, 0.2], [0.1, -0.4, -0.1], [0.1, 0.1, -0.2], [-0.1, -0.1, 0.0], [-0.2, -0.1, 0.1], [0.1, 0.1, 0.0], [0.1, 0.0, -0.1], [0.1, -0.1, 0.0], [0.0, 0.0, 0.1], [0.1, -0.2, 0.1], [-0.1, 0.0, -0.1], [-0.3, 0.2, -0.3], [0.2, -0.3, -0.2], [-0.1, 0.0, 0.2], [0.0, 0.0, 0.0], [-0.3, 0.5, -0.2], [0.2, 0.2, 0.2], [-0.5, 0.1, 0.2], [0.1, -0.3, 0.0], [0.0, 0.4, -0.1], [0.0, -0.1, 0.3], [-0.1, -0.2, -0.1], [-0.1, 0.2, -0.3], [0.1, 0.2, 0.2], [0.0, -0.3, 0.2], [-0.1, 0.1, -0.3], [0.0, 0.3, 0.2], [0.0, -0.2, 0.2], [0.0, 0.0, 0.0], [0.0, 0.1, 0.0], [0.0, 0.0, 0.1], [0.0, -0.1, 0.1], [0.0, -0.1, 0.1], [0.0, -0.1, 0.0], [0.0, 0.0, -0.1], [0.2, 0.1, 0.1], [0.0, -0.1, 0.0], [-0.1, 0.3, 0.0], [0.1, 0.0, -0.1], [0.1, 0.0, -0.2], [-0.2, 0.1, 0.1]],
  "mulliken_charge": [-0.802, 0.098, -1.369, 0.107, 0.483, -0.469, 0.716, 0.102, 0.718, -0.717, -0.988, 0.266, -1.221, 0.333, 0.331, 0.370, 0.376, -0.540, 0.464, -0.138, -0.871, 0.415, 0.379, 0.153, -0.683, 0.026, 0.504, -0.241, -0.901, -0.918, 1.005, -0.903, -0.542, -0.755, -0.453, 0.567, 0.426, 0.397, 0.393, 0.400, 0.389, 0.427, 0.344, 0.461, 0.586, 0.432, 0.326, 0.267, 0.248],
  "charge": 0,
  "homo_lumo_gap_ev": 8.432,
  "total_energy_ha": -1601.05820
}

Record 3
{
  "formula": "C21H21N3O5",
  "method": "ωB97M-V with the def2-TZVPD basis set",
  "symbols": ["C", "H", "H", "H", "O", "C", "O", "C", "N", "C", "O", "C", "N", "C", "O", "O", "C", "C", "C", "C", "C", "C", "H", "H", "H", "H", "H", "H", "C", "C", "C", "N", "C", "C", "C", "C", "C", "C", "H", "H", "H", "H", "H", "H", "H", "H", "H", "H", "H", "H"],
  "positions_angstrom": [[5.089327, 2.388450, -0.248488], [4.665890, 2.438724, 0.756564], [5.969309, 3.020968, -0.327641], [5.340894, 1.350385, -0.473230], [4.156311, 2.885939, -1.201809], [2.968227, 2.282891, -1.230259], [2.645416, 1.380631, -0.505331], [2.065426, 2.882163, -2.303041], [0.719900, 2.395643, -2.140489], [0.372517, 1.202825, -2.680304], [0.973738, 0.663009, -3.582330], [-0.877239, 0.599326, -2.009731], [-0.466545, 0.068972, -0.722375], [-0.268671, 0.841465, 0.361012], [-0.466828, 2.039548, 0.385384], [0.142163, 0.070735, 1.386104], [0.536644, 0.554349, 2.620378], [1.204631, -0.374624, 3.414311], [1.634846, -0.021965, 4.677628], [1.405037, 1.257066, 5.159159], [0.739171, 2.174875, 4.367889], [0.297288, 1.833584, 3.099700], [-0.219586, 2.555790, 2.490871], [0.553973, 3.172842, 4.737007], [1.743242, 1.534295, 6.146359], [2.152892, -0.746925, 5.287700], [1.374730, -1.364021, 3.019956], [-0.197038, -0.901520, -0.672813], [-1.487991, -0.513467, -2.866635], [-2.525033, -1.273118, -2.109111], [-3.846410, -0.960192, -1.977314], [-4.466920, -1.862734, -1.156725], [-3.551260, -2.781324, -0.734140], [-3.692952, -3.878257, 0.106477], [-2.571946, -4.638779, 0.357846], [-1.337411, -4.324630, -0.217823], [-1.190783, -3.240373, -1.052489], [-2.305979, -2.443547, -1.317635], [-0.233417, -3.022913, -1.505533], [-0.485302, -4.951681, -0.000129], [-2.645253, -5.497577, 1.008404], [-4.648858, -4.124086, 0.545527], [-5.440677, -1.850120, -0.906752], [-4.398344, -0.152834, -2.419718], [-1.919966, -0.057457, -3.758427], [-0.684681, -1.179337, -3.186186], [-1.607790, 1.394373, -1.820274], [0.256795, 2.647222, -1.269145], [2.097004, 3.971675, -2.251110], [2.431508, 2.553737, -3.281290]],
  "forces_ev_per_angstrom": [[0.1, -0.2, 0.3], [0.1, 0.0, -0.1], [0.0, 0.0, 0.0], [0.0, 0.1, 0.0], [0.0, 0.3, -0.3], [-0.2, 0.0, -0.1], [0.1, 0.0, 0.1], [0.0, -0.2, 0.0], [0.2, 0.5, 0.1], [-0.6, 0.2, 0.1], [0.2, -0.3, -0.2], [0.2, 0.0, -0.2], [0.0, -0.3, 0.0], [-0.1, -0.1, -0.3], [-0.1, 0.2, 0.2], [0.0, -0.2, 0.1], [0.2, 0.1, 0.4], [-0.1, 0.0, -0.3], [0.0, 0.0, 0.0], [0.0, 0.1, 0.1], [0.1, -0.1, 0.1], [-0.2, 0.1, -0.3], [0.0, 0.0, 0.0], [0.0, 0.1, 0.0], [0.0, 0.0, 0.1], [0.0, -0.1, 0.0], [0.0, -0.1, 0.0], [0.0, 0.1, 0.1], [0.0, 0.2, 0.3], [-0.2, 0.2, -0.2], [0.3, 0.1, -0.2], [-0.4, 0.0, 0.1], [0.5, -0.2, 0.0], [-0.1, -0.1, 0.0], [-0.1, 0.0, 0.1], [0.2, -0.1, 0.0], [-0.1, 0.0, 0.0], [-0.4, -0.1, 0.1], [0.1, 0.0, -0.1], [0.1, 0.0, 0.0], [0.0, -0.1, 0.0], [-0.1, 0.0, 0.1], [0.1, 0.0, 0.0], [-0.1, 0.1, -0.1], [0.1, 0.0, 0.0], [0.0, 0.0, -0.1], [0.1, -0.1, 0.0], [0.0, -0.1, -0.2], [0.1, -0.1, 0.0], [0.0, 0.2, 0.1]],
  "mulliken_charge": [-0.670, 0.300, 0.225, 0.291, -0.332, 0.769, -0.520, -0.883, -0.200, 0.308, -0.677, 0.076, 0.398, 0.696, -0.816, -0.298, 0.402, -0.504, -0.445, -0.481, -0.617, -0.314, 0.477, 0.368, 0.386, 0.377, 0.415, 0.132, -1.284, 0.701, -0.777, 0.007, -0.748, -0.779, -0.515, -1.024, -0.141, 1.183, 0.504, 0.401, 0.395, 0.385, 0.174, 0.459, 0.564, 0.300, 0.268, 0.350, 0.357, 0.358],
  "charge": 0,
  "homo_lumo_gap_ev": 8.772,
  "total_energy_ha": -1353.38915
}

Record 4
{
  "formula": "C21H21N4O5S",
  "method": "ωB97M-V with the def2-TZVPD basis set",
  "symbols": ["O", "C", "C", "C", "C", "N", "O", "O", "C", "C", "H", "H", "H", "H", "C", "N", "C", "C", "C", "C", "C", "C", "C", "C", "O", "N", "C", "C", "S", "N", "C", "C", "O", "C", "C", "H", "H", "H", "H", "H", "H", "H", "H", "H", "H", "H", "H", "H", "H", "H", "H", "H"],
  "positions_angstrom": [[-1.071623, 0.837083, 0.595191], [-1.908614, 1.725240, 0.949747], [-1.621680, 3.168698, 0.940561], [-2.632335, 4.090456, 0.932428], [-3.966370, 3.662720, 1.128795], [-5.056583, 4.583470, 0.954829], [-6.227663, 4.145244, 1.088280], [-4.786448, 5.775189, 0.665835], [-4.257051, 2.307927, 1.399984], [-3.250787, 1.389659, 1.426822], [-0.575307, 3.456547, 0.871700], [-2.447210, 5.161255, 0.778708], [-5.297303, 2.020344, 1.587251], [-3.413023, 0.352509, 1.716170], [2.789174, -4.673304, 3.670346], [2.959460, -4.356528, 2.264453], [4.309340, -4.573674, 1.777726], [2.040846, -3.546128, 1.586176], [1.988736, -2.159755, 1.837312], [1.141577, -1.343483, 1.112693], [0.254549, -1.850173, 0.149738], [-0.633767, -0.922835, -0.546212], [-0.215285, -0.141084, -1.631390], [-1.251881, 0.722018, -2.181195], [-2.449784, 0.611312, -1.887695], [-0.824783, 1.739291, -3.056326], [-1.895434, 2.393316, -3.796736], [0.469028, 2.224726, -3.121951], [0.887683, 3.563949, -4.036838], [1.411177, 1.520865, -2.375782], [2.809043, 1.962990, -2.553199], [1.190880, 0.235377, -1.804861], [2.153643, -0.437369, -1.424986], [0.244370, -3.254350, -0.041816], [1.132103, -4.086693, 0.642249], [1.764211, -4.449093, 3.995045], [2.981862, -5.746965, 3.832413], [3.496289, -4.099184, 4.296272], [4.402840, -4.243307, 0.734441], [5.041734, -4.020011, 2.394678], [4.556493, -5.646593, 1.834545], [2.671803, -1.713137, 2.567179], [1.084612, -0.271680, 1.299568], [-1.680405, -1.169319, -0.501861], [-1.429435, 3.137081, -4.437356], [-2.430284, 1.654415, -4.395972], [-2.599351, 2.862845, -3.108552], [3.472355, 1.356515, -1.931086], [3.089831, 1.876672, -3.619058], [2.858956, 3.029697, -2.281015], [-0.460974, -3.701189, -0.752486], [1.180785, -5.161557, 0.455240]],
  "forces_ev_per_angstrom": [[0.3, 1.2, 1.2], [-0.8, 0.3, 0.7], [0.2, -1.2, -0.3], [-0.5, 0.2, 0.2], [-0.3, 0.1, -0.4], [-0.3, 0.3, -0.1], [1.6, 1.0, -0.2], [-0.7, -1.6, 0.4], [-0.3, 0.4, 0.2], [1.0, -0.2, -0.5], [-0.2, 0.0, -0.2], [0.0, -0.6, 0.2], [0.5, 0.2, 0.0], [-0.1, 0.1, -0.3], [-0.1, 0.2, -0.3], [0.4, -1.2, 0.4], [-0.3, 0.2, 0.0], [-0.9, 1.0, -0.6], [0.2, -0.5, -0.2], [-0.6, 0.3, -0.1], [1.1, -0.9, 1.5], [0.4, -0.5, -3.0], [-0.2, -0.1, 1.5], [-1.4, -0.2, 0.8], [1.7, 0.2, -1.1], [0.2, 0.2, -0.1], [-0.1, 0.3, -0.1], [-0.3, -0.6, 0.4], [0.0, -0.3, 0.3], [0.3, 0.1, -0.9], [0.0, 0.2, 0.0], [0.8, -0.6, 0.6], [-1.1, 1.0, -0.7], [-0.3, 0.6, -0.2], [0.7, 0.6, 0.5], [0.3, -0.1, -0.1], [0.0, 0.2, 0.1], [-0.2, -0.1, 0.0], [-0.1, -0.1, 0.3], [0.0, -0.1, -0.2], [0.1, 0.2, 0.0], [-0.2, -0.2, -0.2], [0.2, -0.2, 0.0], [-0.3, 0.4, 0.1], [-0.2, -0.1, 0.0], [0.0, 0.0, 0.1], [0.1, 0.0, 0.0], [-0.4, 0.1, -0.1], [-0.1, 0.0, 0.5], [0.1, -0.5, -0.1], [0.3, 0.2, 0.2], [-0.2, 0.3, 0.0]],
  "mulliken_charge": [-0.432, -0.027, -0.548, -0.247, -0.079, 0.912, -0.653, -0.652, -0.129, -0.609, 0.410, 0.393, 0.385, 0.365, -1.013, 0.226, -0.985, 0.047, -0.334, -0.335, -0.122, -0.551, 0.230, 0.137, -0.674, 0.035, -0.998, 0.421, -0.405, 0.128, -1.234, 0.817, -0.665, -0.566, -0.488, 0.292, 0.313, 0.319, 0.296, 0.313, 0.312, 0.328, 0.463, 0.784, 0.335, 0.305, 0.305, 0.348, 0.376, 0.362, 0.406, 0.384],
  "charge": -1,
  "homo_lumo_gap_ev": 6.691,
  "total_energy_ha": -1806.20763
}